No. 1
ORCA calculation (wB97M-V/def2-TZVPD) on an isolated molecule of C8H16N2.

Each line ends with the Löwdin charge.
Positions of all 26 atoms, in Å:
C (-0.243, 1.274, 0.732)  -0.061
C (-2.964, -0.269, 0.559)  -0.045
C (2.528, -1.448, 0.286)  -0.030
C (1.903, 1.177, -0.723)  -0.058
N (-1.672, -0.597, -0.068)  -0.048
C (-0.848, 0.585, -0.467)  -0.414
C (1.227, -0.805, 0.693)  -0.347
C (0.864, 0.444, 0.095)  -0.307
N (0.322, -1.504, 1.373)  0.061
C (-1.102, 1.037, -1.769)  -0.055
H (-1.835, -1.083, -0.955)  0.137
H (0.645, -2.439, 1.599)  0.061
H (-0.913, -1.220, 0.739)  0.132
H (-0.532, 0.917, 1.717)  0.102
H (-0.130, 2.346, 0.614)  0.116
H (-3.570, 0.337, -0.115)  0.088
H (-2.775, 0.289, 1.474)  0.086
H (-3.491, -1.193, 0.798)  0.088
H (2.645, -2.425, 0.754)  0.073
H (2.572, -1.583, -0.797)  0.090
H (3.377, -0.822, 0.562)  0.080
H (2.145, 0.637, -1.640)  0.082
H (1.544, 2.164, -1.002)  0.074
H (2.826, 1.319, -0.155)  0.080
H (-0.388, 1.713, -2.214)  0.007
H (-2.134, 1.148, -2.088)  0.011

Output
* E_HOMO (alpha / beta): -5.64 / -5.64 eV
* orbital gap (alpha / beta): 6.53 / 6.53 eV
* energy above the lowest of the compared OMol25 structures with the same formula, charge and spin: 4.191 eV
* E_tot: -423.78559 a.u.



No. 2
ORCA calculation (wB97M-V/def2-TZVPD) on an isolated molecule of C4H4O5S.

Each line ends with the Löwdin charge.
Positions of all 14 atoms, in Å:
C (-0.636, 0.662, -0.648)  -0.164
C (1.791, -0.077, 0.308)  -0.504
C (0.092, 1.507, 0.251)  -0.283
C (0.828, -0.984, -0.528)  -0.052
O (2.897, -0.403, 0.629)  0.148
O (-2.502, -0.996, -0.858)  -0.325
O (-2.949, 0.914, 0.704)  -0.291
O (1.254, 0.943, 0.883)  0.048
O (0.244, -1.837, 0.340)  -0.007
S (-2.071, 0.048, 0.014)  0.772
H (0.603, 2.412, -0.455)  0.196
H (-0.541, 2.008, 1.006)  0.126
H (1.067, -1.527, -1.539)  0.181
H (-0.078, -2.670, -0.107)  0.156

Output
* E_HOMO: -9.49 eV
* orbital gap: 8.00 eV
* energy above the lowest of the compared OMol25 structures with the same formula, charge and spin: 5.167 eV
* E_tot: -929.00150 a.u.



No. 3
ORCA calculation (wB97M-V/def2-TZVPD) on a cluster of 2 separate species, H3N3O2 in total.

Each line ends with the Löwdin charge.
Positions of all 8 atoms, in Å:
H (0.656, 1.380, 0.274)  0.068
N (0.024, 1.329, 1.102)  0.087
N (-0.627, 0.308, 1.191)  -0.068
N (-0.801, -0.788, 1.599)  -0.077
O (-1.574, -1.747, 1.560)  -0.042
O (0.833, -0.193, -1.525)  -0.151
H (1.536, 0.140, -2.217)  0.100
H (-0.048, -0.431, -1.982)  0.083

Output
* SMILES string: [H]/N=N/N=O.O
* E_HOMO (alpha / beta): -9.16 / -9.16 eV
* orbital gap (alpha / beta): 9.07 / 9.06 eV
* energy above the lowest of the compared OMol25 structures with the same formula, charge and spin: 1.454 eV
* E_tot: -316.35337 a.u.



No. 4
ORCA calculation (wB97M-V/def2-TZVPD) on the ion C7H15N2 with charge +1.

Each line ends with the Löwdin charge.
Positions of all 24 atoms, in Å:
C (3.254, -0.217, -0.404)  -0.073
C (1.881, 0.447, -0.681)  -0.166
C (0.891, -0.003, 0.447)  -0.324
C (1.134, 0.469, 1.842)  -0.026
N (0.168, -1.306, 0.450)  0.179
C (-0.632, -0.337, -0.056)  -0.073
N (-1.888, -0.069, -0.329)  -0.114
C (-2.975, -1.086, -0.624)  0.045
C (-2.444, 1.220, -0.526)  -0.049
H (3.885, -0.645, -1.250)  0.112
H (2.922, -1.004, 0.292)  0.075
H (3.795, 0.522, 0.112)  0.055
H (1.400, -0.006, -1.580)  0.115
H (1.888, 1.561, -0.732)  0.131
H (0.811, 1.570, 2.119)  0.141
H (2.179, 0.382, 2.101)  0.079
H (0.654, -0.206, 2.542)  0.085
H (0.321, -2.191, -0.031)  0.162
H (-2.903, -1.354, -1.720)  0.135
H (-2.808, -1.993, -0.130)  0.075
H (-3.840, -0.624, -0.236)  0.083
H (-3.129, 1.459, 0.332)  0.127
H (-1.641, 2.064, -0.481)  0.142
H (-2.924, 1.346, -1.455)  0.085

Output
* net charge: +1
* SMILES string: CC[C@]1(C)NC1=[N+](C)C
* E_HOMO: -14.52 eV
* orbital gap: 11.08 eV
* energy above the lowest of the compared OMol25 structures with the same formula, charge and spin: 3.100 eV
* E_tot: -384.88285 a.u.



No. 5
ORCA calculation (wB97M-V/def2-TZVPD) on a cluster of 2 separate species, C3H5P in total.

Each line ends with the Löwdin charge.
Positions of all 9 atoms, in Å:
C (0.676, -0.740, -0.104)  -0.227
C (-0.361, -1.375, -0.029)  -0.041
C (1.539, 0.435, -0.227)  -0.132
P (-2.833, 0.336, -0.065)  0.482
H (-1.232, -1.891, 0.254)  -0.035
H (-3.034, 1.201, 1.074)  -0.317
H (2.447, 0.101, -0.753)  0.065
H (1.703, 0.787, 0.849)  0.106
H (1.096, 1.146, -0.999)  0.099

Output
* E_HOMO (alpha / beta): -8.50 / -8.50 eV
* orbital gap (alpha / beta): 7.17 / 7.17 eV
* energy above the lowest of the compared OMol25 structures with the same formula, charge and spin: 3.301 eV
* E_tot: -458.46018 a.u.



No. 6
ORCA calculation (wB97M-V/def2-TZVPD) on a structure of composition C24H42AlBCl2F5MgN3O20PS3.

Each line ends with the Löwdin charge.
Positions of all 103 atoms, in Å:
C (5.545, -2.287, 3.033)  0.024
C (6.671, -1.760, 1.914)  -0.262
O (7.951, -2.150, 2.007)  -0.276
O (6.289, -0.805, 0.822)  -0.419
C (5.672, 0.322, 1.539)  -0.201
C (5.667, 1.744, 0.697)  -0.134
C (4.923, 2.852, 1.706)  -0.175
C (3.327, 2.736, 1.397)  -0.140
C (2.318, 3.538, 2.382)  -0.458
P (2.926, 4.582, 3.850)  0.982
C (4.382, 5.771, 3.334)  -0.290
O (3.585, 3.497, 5.094)  -0.361
O (1.316, 4.460, 1.751)  -0.035
C (0.209, 4.489, 2.765)  -0.257
O (-0.852, 5.316, 2.772)  0.042
O (0.422, 3.395, 3.770)  -0.130
C (1.213, 2.428, 2.938)  -0.651
S (1.822, 0.923, 3.874)  0.743
C (0.056, 1.874, 1.918)  -0.098
C (-1.431, 1.488, 2.567)  0.108
C (-2.573, 0.981, 1.507)  -0.004
N (-2.450, 0.817, 0.019)  0.029
C (-1.090, 1.140, -0.532)  -0.039
C (0.226, 1.681, 0.280)  0.070
H (5.962, -3.202, 3.634)  0.116
H (4.574, -2.555, 2.433)  0.121
H (5.298, -1.363, 3.742)  0.118
H (4.544, 0.006, 1.747)  0.144
H (6.195, 0.483, 2.574)  0.141
H (6.723, 2.095, 0.334)  0.132
H (4.931, 1.578, -0.213)  0.104
H (5.385, 3.900, 1.378)  0.126
H (5.262, 2.559, 2.785)  0.099
H (3.156, 3.163, 0.295)  0.149
H (3.036, 1.596, 1.340)  0.105
H (4.489, 5.851, 2.152)  0.060
H (5.375, 5.267, 3.754)  0.055
H (4.311, 6.819, 3.850)  0.013
H (4.279, 2.895, 4.697)  0.025
H (1.006, 0.780, 5.043)  -0.050
H (-1.630, 1.577, 3.724)  0.130
H (-3.641, 0.728, 1.979)  0.124
H (-0.946, 0.985, -1.708)  0.125
H (1.241, 1.909, -0.255)  0.089
Al (9.359, -2.431, 0.255)  0.696
N (-2.941, -2.371, 0.668)  -0.569
O (-1.939, -2.312, 1.401)  0.076
O (-3.858, -1.544, 0.801)  0.123
O (-3.025, -3.258, -0.197)  0.076
C (-0.440, -6.541, -4.017)  -0.115
O (-1.827, -6.237, -4.134)  -0.219
C (-2.243, -5.227, -3.211)  -0.185
C (-2.331, -3.853, -3.886)  -0.183
O (-1.043, -3.395, -4.306)  -0.189
C (-0.816, -3.614, -5.694)  -0.115
H (-0.130, -7.074, -4.919)  0.085
H (0.174, -5.640, -3.923)  0.086
H (-0.279, -7.187, -3.149)  0.086
H (-1.580, -5.197, -2.343)  0.125
H (-3.246, -5.509, -2.859)  0.123
H (-2.706, -3.128, -3.156)  0.130
H (-3.032, -3.870, -4.730)  0.099
H (-1.331, -2.845, -6.276)  0.087
H (-1.152, -4.604, -6.017)  0.077
H (0.259, -3.537, -5.882)  0.089
B (-5.258, -0.932, 4.128)  -1.044
F (-5.062, -2.198, 3.442)  0.030
F (-4.243, 0.015, 3.696)  0.013
F (-6.576, -0.407, 3.811)  0.028
F (-5.149, -1.136, 5.563)  0.021
O (-4.279, 5.638, -0.606)  -0.156
S (-3.176, 5.478, 0.360)  0.292
O (-3.578, 4.526, 1.411)  -0.121
O (-2.865, 6.783, 0.971)  -0.159
O (-1.983, 4.966, -0.338)  -0.143
C (-6.582, -4.595, -6.945)  0.022
C (-5.914, -4.925, -5.646)  -0.468
O (-5.470, -4.118, -4.855)  0.126
N (-5.710, -6.244, -5.189)  0.034
C (-6.329, -7.372, -5.883)  -0.005
H (-6.633, -3.509, -7.061)  0.103
H (-6.003, -5.012, -7.772)  0.089
H (-7.599, -4.993, -6.956)  0.097
H (-4.687, -6.322, -5.129)  0.184
H (-5.944, -6.178, -4.190)  0.160
H (-6.154, -8.267, -5.283)  0.106
H (-5.862, -7.479, -6.865)  0.100
H (-7.403, -7.189, -5.971)  0.106
Cl (2.284, 7.134, 5.552)  0.547
C (0.641, 6.679, 6.070)  -0.632
C (-0.236, 7.893, 6.328)  -0.657
Cl (0.281, 8.802, 7.770)  0.522
H (0.727, 6.047, 6.959)  0.077
H (0.212, 6.075, 5.264)  0.054
H (-1.268, 7.576, 6.507)  0.077
H (-0.235, 8.580, 5.476)  0.073
Mg (6.301, -1.327, -1.359)  0.743
F (-7.799, -5.307, -3.843)  -0.647
O (4.633, 2.858, -4.393)  -0.245
S (4.001, 1.717, -3.706)  0.220
O (2.747, 1.362, -4.395)  -0.219
O (3.706, 2.086, -2.309)  -0.318
O (4.917, 0.563, -3.727)  -0.385

Output
* net charge: -1
* E_HOMO: -5.73 eV
* orbital gap: 1.59 eV
* E_tot: -6030.80534 a.u.



no.,F_max (eV/A)
1,1.58
2,5.02
3,3.32
4,4.93
5,2.48
6,10.06